The following is a DFT calculation (ωB97M-V/def2-TZVPD) of a 7-piece molecular cluster, C49H77F3N3O10PS overall in a non-equilibrium geometry.

```
144
Properties=species:S:1:pos:R:3:mulliken_charge:R:1
S -2.3331 3.6400 -0.0352 -0.26
P -6.1586 -0.6703 -1.1726 0.42
F -6.4736 -2.3604 -4.2825 -0.24
F -4.2506 -1.7028 -3.6320 -0.22
F -4.6625 -2.7019 -5.6898 -0.27
O -8.3134 7.3730 -3.9808 -0.55
O -3.9024 5.8491 -6.0395 -0.48
O 6.8469 -0.1914 -0.8531 -0.35
O -7.5641 -0.9196 -1.7770 -0.67
O 8.6088 0.2585 0.7170 -0.55
O -3.8880 -4.3374 7.5269 -0.51
O -4.0832 0.2138 -5.6589 -0.46
O 0.9167 -5.9642 2.5372 -0.48
O 10.1295 -3.1394 -2.4679 -0.55
O 12.7629 1.0486 3.7250 -0.57
N -4.9160 1.8763 1.4871 -0.60
N -1.3489 4.8476 -2.9996 -0.31
N -4.1680 1.0989 0.5858 0.65
C -5.2144 -1.7827 -4.6949 0.58
C -1.6532 2.0880 0.7838 0.79
C -3.5902 3.5002 -2.7814 0.21
C -8.6258 6.1550 -1.9606 -1.07
C -3.4734 2.8925 -1.3341 0.73
C 10.1250 -5.4906 -2.8357 -1.13
C -5.4078 -0.3260 -5.3512 0.17
C -2.3199 -0.4402 1.6996 -0.89
C 2.4053 -7.8105 2.3403 -1.18
C -8.4357 7.4117 -2.7677 0.86
C -4.7564 6.3550 -6.7503 0.73
C -6.2887 0.6969 -4.4157 -1.17
C 2.5028 -0.3413 0.8359 -0.32
C -0.3462 -2.0859 2.8301 0.80
C 9.3978 -0.4200 -1.5474 -0.57
C -1.0791 6.1266 -2.2719 -0.66
C 0.2550 0.4862 1.8391 -0.09
C 0.9150 3.0751 0.9276 -0.75
C -6.1136 6.7115 -6.2068 -0.92
C 1.9324 -6.4146 2.0332 0.72
C -5.1267 -4.2146 9.5545 -1.11
C 8.2261 -0.0873 -0.4573 0.56
C 6.1263 -1.1589 -0.0172 -0.51
C -2.8172 4.8122 -3.2991 -0.28
C -4.2874 1.6080 -0.8203 -0.49
C -1.2474 -4.5168 3.6664 0.05
C -0.0709 -1.6919 4.4010 -1.19
C -0.8002 -0.6788 2.1228 0.77
C -2.7498 0.9368 1.0048 -0.97
C -5.2624 0.8527 -1.8460 0.02
C 2.7613 -5.5956 1.0796 -0.90
C -0.1474 1.8908 1.1923 0.52
C -8.4022 8.7178 -2.0197 -1.13
C 11.9922 -1.2018 3.7904 -1.05
C -5.3696 1.4218 -3.3119 0.44
C -4.9844 -4.2756 8.0568 0.80
C 1.8105 3.8104 0.2798 -0.42
C -6.2483 -4.2575 7.2388 -1.00
C -2.6848 -4.9803 4.3030 -1.26
C -4.5662 2.7212 -3.7884 -1.05
C 10.4817 -4.2404 -2.0769 0.76
C -4.4920 6.6461 -8.2036 -1.23
C 11.2901 -4.4006 -0.8171 -0.88
C 3.9061 0.3375 0.4099 -0.59
C 5.1565 -0.4668 1.0841 -0.49
C 1.8436 0.3254 2.1917 -0.76
C 11.4964 0.3814 1.8239 -0.66
C -1.5422 -3.1694 2.8272 -0.90
C 12.1421 0.1601 3.1653 0.71
H 3.3957 -7.7746 2.7996 0.34
H -7.2501 0.2167 -4.0102 0.41
H -9.3480 8.8700 -1.4948 0.34
H 0.6111 -2.4184 2.2870 -0.15
H -4.5892 7.7177 -8.3916 0.34
H 2.3524 1.3334 2.4004 0.60
H -1.7031 6.2628 -1.2983 0.20
H 5.8042 0.3382 1.6165 0.23
H -6.8664 -5.1221 7.4906 0.32
H 0.5267 -2.5388 4.9289 0.27
H 10.3973 -0.5454 -0.9720 0.05
H 11.0347 -6.0024 -3.1573 0.33
H -3.4043 -0.5019 -5.6690 0.32
H 3.8726 1.4456 0.7133 0.22
H -2.9955 -4.3336 5.2080 0.31
H 6.9030 -1.8547 0.5087 0.29
H -4.3473 2.1802 2.2999 0.30
H -4.6607 3.1076 -4.8791 0.21
H 9.5422 -5.2231 -3.7207 0.30
H -4.1351 -4.2356 10.0137 0.29
H 0.0364 6.3325 -2.0700 0.26
H 1.7574 -0.1882 -0.0454 0.43
H -3.3551 5.7414 -2.8731 0.28
H 2.6545 -1.4798 0.9294 -0.01
H -6.8862 6.1550 -6.7420 0.34
H -1.8525 -3.3620 1.7302 0.44
H 10.9348 -1.4204 3.9558 0.30
H -0.4723 -4.4102 4.5061 0.21
H -5.9932 -4.3067 6.1771 0.23
H -6.2831 7.7859 -6.3054 0.38
H -1.4333 6.9850 -2.9811 0.29
H -3.4743 6.3372 -8.4557 0.32
H -3.1654 -1.2045 1.8513 0.18
H -5.6262 -3.2869 9.8429 0.32
H 3.7676 -5.4612 1.4829 0.35
H -5.1923 6.0867 -8.8280 0.33
H -5.6951 -5.0772 9.9093 0.32
H 2.4338 -8.4035 1.4234 0.33
H 0.5453 -0.7257 4.4988 0.43
H -8.6297 5.2914 -2.6305 0.27
H -2.4633 -2.6632 3.3335 0.22
H 10.7393 -5.0100 -0.0971 0.33
H 2.3010 -4.6123 0.9521 0.08
H 9.4903 0.4548 -2.3112 0.31
H -5.2630 -1.7999 -1.2967 0.06
H -8.2592 9.5376 -2.7284 0.29
H 12.5077 -1.2168 4.7542 0.31
H 11.9218 -0.3060 1.0888 0.24
H -2.9239 4.8156 -4.4697 0.14
H -5.9821 -0.3603 -6.3661 0.25
H -3.5428 -4.9163 3.5273 0.26
H -7.5710 8.7190 -1.3109 0.32
H 2.0265 -0.4566 3.0243 0.19
H 5.4567 -1.8052 -0.7134 0.35
H 2.8057 -6.0901 0.1067 0.34
H 11.6862 1.4065 1.4956 0.31
H -6.7977 -3.3317 7.4242 0.32
H 9.1680 -1.3892 -2.1419 0.26
H 10.4170 0.2334 1.9019 0.17
H -0.9269 -5.3772 2.9661 0.18
H 1.7113 -8.2819 3.0407 0.29
H 12.4392 -1.9593 3.1426 0.29
H 4.0831 0.2713 -0.7406 0.29
H -6.3002 -0.4539 0.2610 0.13
H 4.8105 -1.2336 1.8754 0.40
H -9.5816 6.1932 -1.4332 0.36
H -2.6470 -6.0853 4.6520 0.37
H 12.2516 -4.8641 -1.0489 0.35
H -6.1611 6.4458 -5.1481 0.13
H -5.3913 2.6710 1.0310 0.28
H -1.0828 -1.5148 4.9469 0.27
H -7.8044 6.0423 -1.2494 0.29
H 9.5224 -6.1485 -2.2054 0.33
H -6.6343 1.5337 -5.1534 0.36
H 11.4726 -3.4171 -0.3762 0.11
H 2.5692 4.5045 -0.2341 0.35
H -1.0204 4.0145 -2.4868 0.30
```

Summary:
SMILES: C#Cc1c(CCCCCOC(C)=O)c([C@@H](C)CCC)cc2c1Sc1c(CNC)cc(C[C@@H](O)C(F)(F)F)c([PH2]=O)c1N2N.CC(C)=O.CC(C)=O.CC(C)=O.CC(C)=O.CC(C)=O.CC(C)=O
LUMO energy (Ha): -0.0048
Calculated total energy (eV): -105263.8624

The following is a DFT calculation (ωB97M-V/def2-TZVPD) of C49H82BrFI2N7O5S as an isolated structure in a non-equilibrium geometry.

```
148
Properties=species:S:1:pos:R:3:mulliken_charge:R:1
I 0.8584 -0.1781 2.1566 0.15
I 1.5321 -2.3439 -0.5020 0.20
Br 2.3419 5.7895 -4.9967 -0.12
S -1.0689 6.5812 3.2025 1.14
F 5.3923 2.4641 0.9516 -0.41
O 4.8299 10.3534 -0.2006 -0.55
O 0.3786 6.1075 3.2639 -0.59
O -1.6665 6.3280 4.5652 -0.62
O 3.2735 8.7764 0.5366 -0.32
O -1.0486 8.2436 2.9769 -0.50
N -6.3530 -5.3040 -0.2204 -0.49
N 6.2957 -3.8967 2.2287 -0.52
N 0.6084 -6.2503 1.0941 -0.38
N 2.0550 -11.3792 -0.3936 -0.45
N 0.8831 2.1908 0.0482 1.00
N -6.0784 2.6058 -1.6684 0.34
N -7.4279 -0.7854 -2.2472 -0.55
C 1.0655 -10.9176 -0.0276 0.22
C -1.3088 5.3707 -0.7675 -0.57
C 1.9590 6.6182 0.1518 0.61
C 1.4277 0.3315 -2.4265 -0.43
C -2.8593 -4.5447 1.1125 -1.16
C 3.5866 2.1968 2.5957 -1.03
C -1.5954 6.4005 0.4368 -0.79
C 3.4023 7.3283 0.4536 -1.07
C -7.6827 -2.2164 -0.0694 0.04
C -9.0132 -2.9688 -0.0260 -0.40
C -3.0386 2.3016 -1.0509 -0.13
C 2.0979 5.7708 -1.2104 -1.53
C -3.9857 1.0650 -1.5477 -0.28
C -3.9208 -5.0333 -1.1516 -0.45
C -7.9724 3.4948 -0.2729 -0.42
C -0.1546 4.3003 -0.4539 -0.24
C 5.8450 8.7286 1.3485 -0.75
C 2.3802 2.8851 -4.7019 -0.73
C 1.0594 0.7139 0.1463 -0.74
C 4.0328 -6.5364 2.7371 -1.15
C 1.7156 -6.2467 0.7752 -0.01
C -5.9373 4.0468 -1.4395 -0.05
C -7.3358 2.2481 -0.9811 -0.18
C -1.4514 1.9700 -1.2753 -1.00
C -0.5142 2.7468 -0.2398 0.46
C 1.9456 3.0460 -0.6051 -0.22
C 8.1772 -5.9533 0.1202 -0.36
C 1.3095 -0.1928 -0.9217 0.00
C 3.1753 3.5058 0.3714 -1.00
C 2.3399 4.2146 -3.7497 -0.03
C 3.9947 -7.0806 1.3151 -0.23
C 3.1269 -6.2401 0.3774 -0.02
C 6.7086 -4.2761 1.2224 0.24
C -2.8602 -5.4343 -0.1240 -0.20
C -2.0076 5.6984 1.8285 -0.07
C -0.1436 -9.9647 1.9241 0.00
C -7.5377 -1.4179 -1.2899 0.32
C -10.2220 -2.0423 0.0221 -1.28
C 1.2642 4.3934 -1.2624 1.47
C 0.9804 4.2605 -2.8713 -1.26
C 7.2429 -4.7549 -0.0565 -0.31
C -7.0363 4.7255 -0.5687 -0.75
C 3.9472 2.2272 1.0322 0.54
C 9.4328 -5.6195 0.9157 -1.23
C -0.1959 -10.3363 0.4419 -0.33
C -5.2832 -5.1875 -0.6318 0.27
C -5.1885 1.6893 -2.4367 -0.98
C 0.0405 -11.1703 2.8375 -1.30
C 4.6105 9.3414 0.5233 0.62
H 7.6465 -6.7757 0.6113 0.19
H -0.5609 8.6831 3.7162 0.38
H -1.0174 -11.0364 0.2612 0.31
H -9.0253 -3.6062 0.8629 0.37
H -7.5902 -1.5705 0.8097 0.37
H 6.4095 -5.0464 -0.7040 0.23
H -2.5034 7.0397 0.1137 0.46
H -2.3148 4.9336 -1.0855 -0.25
H 2.8799 3.1519 -5.7121 0.43
H 3.1889 5.5837 -1.4981 0.42
H -0.7683 -11.8930 2.7001 0.32
H -7.7454 1.1768 -0.9846 0.10
H -3.3366 0.4226 -2.2470 0.32
H -6.8644 -2.9406 -0.0182 -0.21
H 3.2877 4.1516 -3.1058 0.41
H 0.9309 -0.4211 -3.1275 0.51
H -1.6140 4.6094 1.8852 -0.15
H -5.1004 4.7279 -1.8292 0.28
H 1.3518 2.4105 -4.8518 0.18
H -4.7367 2.3054 -3.2950 0.30
H 6.1765 7.7780 0.7874 0.24
H 3.5637 1.1123 2.9930 0.23
H -1.2492 2.1836 -2.3794 -0.08
H 0.0388 -10.8541 3.8835 0.36
H -0.9263 6.0172 -1.6524 0.44
H -10.2860 -1.4199 -0.8747 0.34
H 3.2121 -6.6383 -0.6389 0.31
H 3.9995 4.0642 -0.2203 0.35
H -5.8643 0.8340 -2.8274 0.42
H -0.4124 -9.4364 -0.1425 0.22
H 0.9906 -11.6763 2.6464 0.35
H -9.0999 -3.6310 -0.8933 0.31
H 3.6380 -8.1157 1.3330 0.34
H 0.3760 3.3284 -3.1431 -0.16
H 2.5596 0.3098 -2.6881 0.32
H 0.3464 5.1622 -3.2304 0.96
H 4.2226 2.9014 3.2296 0.34
H -8.9186 3.5427 0.3623 0.32
H 0.1660 4.6086 0.6241 0.10
H 7.7703 -3.9423 -0.5657 0.40
H 3.4995 -5.2108 0.3471 0.13
H 3.0358 2.1025 -4.1687 0.13
H -3.8068 -4.6104 1.6542 0.38
H -3.0058 -6.4757 0.1807 0.27
H -3.2398 2.5741 0.0441 0.08
H 1.2387 7.4817 -0.0535 0.54
H 1.7237 6.0071 1.0863 -0.46
H -4.3773 0.4358 -0.6772 0.26
H 2.4878 2.5673 2.6842 0.24
H 3.0403 -6.5449 3.1963 0.38
H 1.0938 1.4122 -2.5741 -0.18
H 3.7833 6.9373 1.4711 0.25
H 5.0157 -7.1033 0.9212 0.03
H 8.4753 -6.3132 -0.8693 0.39
H -0.7446 7.1337 0.6450 0.18
H -3.1189 5.7474 2.0853 0.51
H -1.0653 2.7047 0.7654 0.39
H -1.3635 0.8295 -1.1368 0.55
H 1.6635 6.4395 -2.0528 0.47
H 2.5284 2.6328 -1.4967 -0.19
H -7.1387 5.8181 -0.2436 0.33
H -3.8071 -5.6593 -2.0422 0.34
H 4.4111 -5.5113 2.7528 0.25
H -3.7601 -3.9982 -1.4693 0.28
H -3.2927 3.1677 -1.7787 0.04
H 2.7996 4.1448 1.2477 0.21
H -10.1774 -1.3850 0.8950 0.32
H 0.9816 2.4803 1.0518 0.34
H 9.1901 -5.3062 1.9346 0.35
H 0.6648 -9.2484 2.1041 -0.01
H -2.0649 -4.8525 1.7969 0.33
H -1.8751 -5.3762 -0.5971 0.21
H 4.6896 -7.1503 3.3582 0.35
H 3.7473 1.2544 0.4687 0.18
H 9.9997 -4.8179 0.4347 0.31
H -11.1426 -2.6273 0.0848 0.36
H -2.6885 -3.4984 0.8424 0.26
H 10.0792 -6.4976 0.9850 0.36
H 4.1929 7.0824 -0.3359 0.45
H -1.0785 -9.4631 2.1923 0.30
H 6.7099 9.4864 1.4672 0.29
H 5.4464 8.3877 2.3688 0.30
```

Summary:
Charge: +1
LUMO energy (Ha): -0.1385
Calculated total energy (eV): -172588.9601